1.
The following is a quantum chemistry calculation of C7H11N in the gas phase, from the OMol25 dataset.

Element x y z (Å)
1 N -1.095 -1.148 -0.232
2 C -1.643 1.063 0.908
3 C -0.660 0.173 0.253
4 C 0.178 0.885 -1.003
5 C 0.483 -0.359 -1.877
6 C 1.231 -1.356 0.423
7 C 0.604 -0.265 1.207
8 C 0.107 -1.292 -0.646
9 H -2.107 1.704 0.158
10 H 0.389 -0.668 2.203
11 H -2.453 0.525 1.573
12 H 1.119 0.592 1.552
13 H -0.307 -0.374 -2.563
14 H 1.135 -2.353 0.856
15 H -1.203 1.611 1.634
16 H 2.284 -1.313 0.139
17 H -0.534 1.586 -1.448
18 H 1.395 -0.440 -2.344
19 H 1.077 1.429 -0.795

Calculated values
Spin multiplicity: 3
ΔE to the lowest compared entry with this formula, charge and spin: 1.5451 eV
Frontier orbital gap (spin up / spin down): 7.29 / 9.01 eV


2.
The following is a quantum chemistry calculation of a molecular structure, C11H15BaBrClO2Pr, from the OMol25 dataset.

Element x y z (Å)
1 Pr 1.221 3.461 -2.952
2 Ba 0.245 0.299 -0.407
3 Br -2.842 -3.843 0.288
4 Cl 0.648 5.216 -1.222
5 O -0.256 -1.987 0.636
6 O -1.441 -0.274 1.507
7 C -0.800 3.376 -4.250
8 C 3.361 4.280 -3.682
9 C 2.635 -0.017 0.772
10 C -1.649 -2.066 3.851
11 C -2.156 -2.925 4.825
12 C -2.905 -4.451 3.090
13 C -1.710 -2.418 2.499
14 C -1.104 -1.517 1.480
15 C 1.572 0.827 -2.844
16 C -2.753 -4.138 4.450
17 C -2.431 -3.565 2.113
18 H -1.140 2.330 -4.274
19 H 3.328 -0.429 0.021
20 H 2.505 0.917 -3.453
21 H 3.508 5.141 -3.009
22 H 3.077 0.845 1.294
23 H -1.539 3.978 -3.702
24 H 3.428 4.611 -4.724
25 H -1.202 -1.105 4.119
26 H 1.182 -0.201 -3.050
27 H -0.694 3.752 -5.274
28 H -3.392 -5.374 2.787
29 H -2.083 -2.643 5.878
30 H 2.336 -0.795 1.499
31 H -3.104 -4.834 5.210
32 H 4.155 3.550 -3.477

Calculated values
Spin multiplicity: 3
Net charge: -2
Frontier orbital gap (spin up / spin down): 2.74 / 2.77 eV


3.
The following is a quantum chemistry calculation of H3NS2 in the gas phase, from the OMol25 dataset.

Element x y z (Å)
1 S -1.159 -0.176 -0.974
2 S -1.178 2.121 -0.389
3 N -0.106 -0.837 0.135
4 H -0.619 -0.752 0.975
5 H -0.163 1.957 0.650
6 H 0.792 -0.312 0.222

Calculated values
ΔE to the lowest compared entry with this formula, charge and spin: 0.8980 eV
Frontier orbital gap: 8.35 eV


4.
The following is a quantum chemistry calculation of 6 unconnected molecules or ions with the total composition C32H41F15NO17, from the OMol25 dataset.

Element x y z (Å)
1 F -0.477 6.876 -1.015
2 F 3.379 -7.103 4.022
3 F 3.204 4.027 -1.355
4 F -8.368 2.270 3.103
5 F 4.208 2.346 -0.477
6 F 0.057 6.499 1.046
7 F 5.481 -7.403 4.371
8 F 2.384 3.105 0.412
9 F -1.450 7.964 0.565
10 F -7.442 1.229 1.462
11 F 4.798 -3.545 -6.183
12 F -7.701 0.243 3.364
13 F 5.124 -5.270 -4.922
14 F 4.448 -5.797 5.369
15 F 5.655 -5.344 -7.005
16 O 3.034 -5.857 -7.548
17 O 4.927 5.401 0.257
18 O -3.075 5.802 0.909
19 O 5.957 -5.425 2.559
20 O -2.038 -2.077 -3.313
21 O 2.322 -1.040 2.341
22 O -1.630 4.589 -0.310
23 O 2.903 -0.393 0.266
24 O 3.801 -4.819 2.728
25 O -3.891 -1.642 0.673
26 O -5.096 0.854 -1.484
27 O 2.524 -5.176 -5.469
28 O -6.110 2.375 4.488
29 O -0.055 -3.069 -2.935
30 O -5.023 1.860 2.595
31 O -1.614 -1.864 0.784
32 O 4.420 3.967 1.912
33 N 0.624 1.451 -1.043
34 C -7.397 1.412 2.791
35 C -5.171 0.272 -0.184
36 C 2.057 -0.409 1.361
37 C 3.909 -4.513 0.318
38 C -3.618 3.557 -1.302
39 C -4.575 4.261 4.637
40 C -2.523 3.457 -0.264
41 C -0.925 -2.031 -2.867
42 C 0.744 0.394 1.179
43 C -0.133 0.371 -2.950
44 C 4.878 -5.527 3.059
45 C -6.021 1.914 3.255
46 C 3.545 3.483 -0.198
47 C 0.368 1.461 -2.351
48 C 0.404 0.369 -0.302
49 C 4.382 4.429 0.673
50 C 1.148 -5.554 -5.665
51 C -4.885 2.847 5.083
52 C 4.444 5.920 3.375
53 C -0.971 6.777 0.225
54 C 0.954 -7.039 -5.446
55 C 3.342 -5.386 -6.498
56 C -4.937 -1.259 -0.204
57 C -0.380 -0.770 -2.203
58 C -0.123 -0.781 -0.825
59 C 3.983 -3.853 1.681
60 C 4.751 -4.888 -6.150
61 C 4.545 -6.475 4.217
62 C -2.045 5.686 0.323
63 C -0.424 -2.007 0.035
64 C 5.216 4.729 2.852
65 C -2.693 -1.472 -0.020
66 H -5.043 2.821 6.159
67 H -6.174 0.480 0.201
68 H 1.001 2.268 -0.563
69 H -0.063 -0.003 1.794
70 H 4.217 6.625 2.576
71 H 3.968 -3.763 -0.472
72 H 3.179 -3.132 1.787
73 H -2.647 -0.399 -0.291
74 H 1.504 -7.619 -6.186
75 H 6.158 5.028 2.395
76 H -0.101 -7.300 -5.516
77 H 0.573 -4.991 -4.931
78 H -4.213 2.641 -1.290
79 H 4.921 -3.315 1.815
80 H 3.493 5.601 3.805
81 H -2.933 3.340 0.740
82 H 3.308 0.482 0.164
83 H -5.940 0.791 -1.937
84 H -4.713 -1.539 -1.245
85 H 2.974 -5.068 0.213
86 H -2.720 -2.118 -0.912
87 H -0.432 -2.936 -0.544
88 H 0.804 -5.246 -6.652
89 H 1.328 -7.332 -4.464
90 H 5.020 6.440 4.139
91 H -5.871 -1.761 0.055
92 H -4.066 2.164 4.859
93 H 0.364 -2.120 0.785
94 H 5.452 4.049 3.667
95 H 4.722 -5.225 0.180
96 H 0.593 2.366 -2.902
97 H -4.426 0.711 0.482
98 H -5.417 4.921 4.847
99 H 0.978 1.418 1.491
100 H 0.832 -2.681 -2.872
101 H -0.316 0.365 -4.017
102 H -3.693 4.638 5.153
103 H -3.193 3.696 -2.299
104 H -4.270 4.409 -1.111
105 H -1.902 2.582 -0.467
106 H -4.392 4.304 3.563

Calculated values
Net charge: +1
ΔE to the lowest compared entry with this formula, charge and spin: 0.0000 eV
Frontier orbital gap: 7.41 eV


5.
The following is a quantum chemistry calculation of 2 unconnected molecules or ions with the total composition C4H13NO3, from the OMol25 dataset.

Element x y z (Å)
1 O 0.651 2.452 -1.175
2 O -0.032 1.211 -1.253
3 O -0.012 -1.224 0.604
4 N 2.244 -0.711 -0.101
5 C -0.169 -2.582 0.306
6 C -1.519 1.704 0.642
7 C -1.372 1.340 -0.830
8 C 1.307 -0.850 0.972
9 H -1.217 -2.729 0.053
10 H 1.710 -1.581 1.694
11 H 1.205 0.123 1.458
12 H -1.890 2.074 -1.466
13 H -1.113 0.905 1.255
14 H 0.453 -2.885 -0.568
15 H 0.095 -3.212 1.169
16 H -1.773 0.342 -1.030
17 H 0.731 2.741 -2.094
18 H 1.903 -0.009 -0.748
19 H 2.349 -1.583 -0.612
20 H -0.978 2.626 0.846
21 H -2.570 1.847 0.881

Calculated values
ΔE to the lowest compared entry with this formula, charge and spin: 4.4488 eV
Frontier orbital gap: 10.33 eV


6.
The following is a quantum chemistry calculation of C3H8S in the gas phase, from the OMol25 dataset.

Element x y z (Å)
1 S 0.991 -1.056 -0.271
2 C -0.734 -0.939 0.257
3 C 1.849 0.490 0.042
4 C -1.494 0.272 -0.270
5 H -1.451 0.373 -1.384
6 H -1.099 -1.899 -0.084
7 H 2.595 0.481 -0.701
8 H 2.464 0.339 0.905
9 H -1.175 1.225 0.195
10 H -0.677 -0.834 1.301
11 H 1.297 1.466 -0.013
12 H -2.566 0.083 0.021

Calculated values
ΔE to the lowest compared entry with this formula, charge and spin: 0.5137 eV
Frontier orbital gap: 9.36 eV


7.
The following is a quantum chemistry calculation of a molecular structure, C29H32BiF4N7O3S, from the OMol25 dataset.

Element x y z (Å)
1 Bi 10.388 12.546 8.670
2 S 15.992 16.554 12.005
3 F 12.011 7.361 7.934
4 F 7.389 6.474 8.247
5 F 11.545 10.022 7.838
6 F 6.873 9.217 8.232
7 O 15.051 17.448 11.274
8 O 15.841 16.542 13.447
9 O 17.346 16.511 11.523
10 N 10.225 10.961 10.901
11 N 8.497 13.284 10.409
12 N 9.855 13.107 6.066
13 N 6.995 12.488 11.832
14 N 12.951 11.861 9.964
15 N 8.959 11.057 7.829
16 N 8.564 10.035 12.082
17 C 6.487 13.668 11.349
18 C 12.334 13.235 5.976
19 C 12.183 15.952 9.032
20 C 11.661 16.657 7.946
21 C 8.014 11.550 6.825
22 C 9.626 14.501 5.650
23 C 11.195 15.871 9.993
24 C 14.907 13.339 9.797
25 C 8.130 8.737 8.117
26 C 11.084 12.681 5.363
27 C 8.355 15.106 6.218
28 C 13.397 13.479 11.685
29 C 9.527 9.079 11.940
30 C 8.218 12.295 11.273
31 C 8.379 7.358 8.125
32 C 9.005 11.167 11.444
33 C 10.172 16.764 9.633
34 C 15.622 14.422 10.284
35 C 7.418 14.131 10.475
36 C 10.733 7.779 7.962
37 C 10.529 9.666 11.223
38 C 14.130 14.520 12.212
39 C 13.790 12.861 10.482
40 C 15.217 15.045 11.479
41 C 10.470 9.136 7.884
42 C 9.688 6.889 8.059
43 C 8.716 12.233 5.657
44 C 10.409 17.153 8.309
45 C 9.188 9.709 7.969
46 H 12.513 13.096 12.196
47 H 13.214 15.569 9.106
48 H 7.457 10.731 6.374
49 H 7.662 9.890 12.519
50 H 8.454 16.192 6.111
51 H 13.186 12.971 5.358
52 H 10.517 15.079 5.927
53 H 6.536 11.950 12.557
54 H 7.975 12.796 5.106
55 H 13.902 14.964 13.208
56 H 12.459 11.331 10.671
57 H 7.460 15.075 9.939
58 H 8.188 14.917 7.288
59 H 12.209 16.858 7.031
60 H 11.280 15.324 10.932
61 H 9.696 17.737 7.698
62 H 12.557 12.857 6.965
63 H 12.329 14.318 6.049
64 H 13.428 11.273 9.298
65 H 5.512 14.021 11.636
66 H 10.998 12.969 4.291
67 H 9.110 11.454 5.004
68 H 9.861 5.811 8.087
69 H 9.403 8.075 12.293
70 H 11.079 11.602 5.343
71 H 15.191 12.892 8.867
72 H 11.479 9.219 10.926
73 H 7.432 14.829 5.695
74 H 9.654 14.571 4.535
75 H 16.518 14.813 9.787
76 H 9.318 17.048 10.255
77 H 7.281 12.227 7.287

Calculated values
ΔE to the lowest compared entry with this formula, charge and spin: 0.0000 eV
Frontier orbital gap (spin up / spin down): 4.05 / 4.06 eV


8.
The following is a quantum chemistry calculation of a molecular structure, C6H6BaLiO2, from the OMol25 dataset.

Element x y z (Å)
1 Ba -2.903 0.200 0.592
2 O 1.731 -2.488 0.661
3 O -0.832 1.499 1.654
4 C 1.381 -1.725 -0.104
5 C 0.939 -0.736 -0.947
6 C -0.403 -0.795 -1.474
7 C -1.464 -1.579 -1.081
8 C 0.225 1.879 1.155
9 C 1.318 1.752 0.465
10 Li -0.927 1.983 3.773
11 H 1.195 2.973 0.371
12 H 2.262 1.467 0.929
13 H -0.598 -0.014 -2.215
14 H 1.727 -0.386 -1.621
15 H -1.307 -2.440 -0.420
16 H -2.343 -1.589 -1.736

Calculated values
Net charge: +3
ΔE to the lowest compared entry with this formula, charge and spin: 0.0000 eV
Frontier orbital gap: 6.97 eV